The following is a DFT calculation (ωB97M-V/def2-TZVPD) of 2 unconnected molecules or ions with the total composition CH3NO3P in a non-equilibrium geometry.

Calculated values
2S+1: 1
total charge: -1
energy: -18009.3225 eV
LUMO energy: 3.833 eV
ΔE to the lowest compared entry with this formula, charge and spin: 119.5 kJ/mol
largest force on an atom: 5.10 eV/A

XYZ file:
```
9
Properties=species:S:1:pos:R:3:mulliken_charge:R:1
P 2.2575 0.0192 0.6873 0.382
O -2.9908 0.3019 0.2263 -0.764
O 3.6076 0.4747 0.2415 -0.518
O 1.6944 -0.7167 -0.6430 -0.464
N -0.7411 0.0749 0.3059 -0.530
C -1.8621 0.1563 -0.3427 -0.161
H 0.6374 -0.6974 -0.4016 0.522
H -1.7328 -0.0240 -1.3365 0.408
H -0.8701 0.4111 1.2629 0.124
```

The following is a DFT calculation (ωB97M-V/def2-TZVPD) of a molecular structure, CH3NO3S in a non-equilibrium geometry.

Calculated values
2S+1: 1
energy: -19551.5073 eV
LUMO energy: -1.143 eV
ΔE to the lowest compared entry with this formula, charge and spin: 174.4 kJ/mol
largest force on an atom: 4.75 eV/A

XYZ file:
```
9
Properties=species:S:1:pos:R:3:mulliken_charge:R:1
S 1.9160 -0.4188 -1.1528 0.780
O 1.4989 -1.8294 -1.2394 -0.462
O 2.9819 -0.0796 -0.3006 -0.384
O 0.4414 -0.9882 0.7903 -0.458
N -0.6207 0.6190 -0.4381 -0.591
C 0.2932 0.3072 0.4012 0.042
H -0.7518 1.5677 -0.7351 0.240
H 0.9758 1.0192 0.9053 0.457
H -0.0526 -1.4287 0.1575 0.377
```

The following is a DFT calculation (ωB97M-V/def2-TZVPD) of a single CH3NO3S3 molecule in a non-equilibrium geometry.

Calculated values
SMILES: NS(=O)(=O)OC(=S)S
2S+1: 1
energy: -41221.9043 eV
LUMO energy: -0.723 eV
ΔE to the lowest compared entry with this formula, charge and spin: 82.6 kJ/mol
largest force on an atom: 3.50 eV/A

XYZ file:
```
11
Properties=species:S:1:pos:R:3:mulliken_charge:R:1
S -2.9071 1.0492 0.2345 -0.191
S 0.1276 -1.1705 0.0740 1.199
S -0.0924 1.9300 -0.1982 -0.163
O -0.7816 -0.2402 1.0664 -0.242
O -0.2729 -0.7776 -1.2386 -0.525
O 0.2052 -2.5230 0.4131 -0.570
N 1.6462 -0.5846 0.3332 -0.555
C -1.2816 0.8289 0.4176 0.258
H 2.3810 -1.2343 0.3625 0.292
H 1.9775 -0.0154 -0.4417 0.290
H -1.0019 2.7375 -1.0228 0.207
```

The following is a DFT calculation (ωB97M-V/def2-TZVPD) of 2 unconnected molecules or ions with the total composition CH3NO4 in a non-equilibrium geometry.

Calculated values
SMILES: O=CO.O=NO
2S+1: 1
energy: -10762.7836 eV
LUMO energy: 0.413 eV
ΔE to the lowest compared entry with this formula, charge and spin: 70.6 kJ/mol
largest force on an atom: 4.68 eV/A

XYZ file:
```
9
Properties=species:S:1:pos:R:3:mulliken_charge:R:1
O -3.3350 0.3735 0.0131 -0.301
O 1.2741 1.1423 0.0071 -0.401
O -1.2554 0.0034 0.2048 -0.494
O 1.2005 -1.1110 -0.0516 -0.567
N -2.4803 -0.4433 -0.1383 0.156
C 1.7798 -0.0556 -0.0027 0.283
H 2.9323 -0.1754 -0.1752 0.308
H 0.3426 0.9599 0.1449 0.430
H -0.4586 -0.6937 -0.0021 0.587
```

The following is a DFT calculation (ωB97M-V/def2-TZVPD) of a single CH3NO4 molecule in a non-equilibrium geometry.

Calculated values
SMILES: O=C(NO)OO
2S+1: 1
energy: -10761.4781 eV
LUMO energy: 0.614 eV
ΔE to the lowest compared entry with this formula, charge and spin: 196.5 kJ/mol
largest force on an atom: 3.21 eV/A

XYZ file:
```
9
Properties=species:S:1:pos:R:3:mulliken_charge:R:1
O -2.1374 0.1824 0.2277 -0.373
O 0.1341 1.2416 -0.8961 -0.492
O 1.3269 -0.2066 0.4095 -0.211
O 2.5084 0.2342 -0.2049 -0.306
N -0.9091 -0.4982 0.2367 -0.216
C 0.1183 0.3199 -0.1602 0.661
H 2.3187 1.1762 -0.3254 0.325
H -0.8175 -0.7235 1.1879 0.261
H -2.4139 -0.0350 -0.6861 0.351
```

The following is a DFT calculation (ωB97M-V/def2-TZVPD) of 2 unconnected molecules or ions with the total composition CH3NO4 in a non-equilibrium geometry.

Calculated values
2S+1: 3
energy: -10755.9707 eV
LUMO energy (alpha / beta): 0.258 / -2.340 eV
ΔE to the lowest compared entry with this formula, charge and spin: 129.3 kJ/mol
largest force on an atom: 7.64 eV/A

XYZ file:
```
9
Properties=species:S:1:pos:R:3:mulliken_charge:R:1
O -1.3742 -1.6976 -0.8230 -0.403
O -1.2200 1.2636 -0.5605 -0.128
O -0.5770 1.5171 0.6957 -0.328
O 1.6003 -1.2615 0.0123 -0.471
N 0.5465 -0.4626 -0.2701 -0.146
C -0.5752 -0.9696 -0.4995 0.378
H 2.4523 -0.7866 0.1114 0.314
H 0.4774 0.4628 0.2480 0.414
H -1.3301 1.9345 1.0858 0.371
```

The following is a DFT calculation (ωB97M-V/def2-TZVPD) of a gas-phase ion, CH3NO4P (charge -1) in a non-equilibrium geometry.

Calculated values
SMILES: O=C([O-])NP(O)O
2S+1: 1
total charge: -1
energy: -20057.6068 eV
LUMO energy: 4.136 eV
ΔE to the lowest compared entry with this formula, charge and spin: 72.4 kJ/mol
largest force on an atom: 4.84 eV/A

XYZ file:
```
10
Properties=species:S:1:pos:R:3:mulliken_charge:R:1
P 0.8320 0.5867 -0.9281 0.025
O 1.7715 -0.5605 0.0230 -0.572
O 0.5634 1.6926 0.2398 -0.459
O -2.3413 1.2925 0.1202 -0.648
O -2.8714 -0.8961 -0.2228 -0.578
N -0.6813 -0.1941 -0.8743 -0.375
C -2.3124 0.1592 -0.2658 0.673
H -0.6381 -0.9442 -1.4246 0.205
H 1.0685 -1.0804 0.3373 0.323
H -0.4258 1.4998 0.4735 0.405
```

The following is a DFT calculation (ωB97M-V/def2-TZVPD) of a gas-phase ion, CH3NO4S (charge -2) in a non-equilibrium geometry.

Calculated values
SMILES: O=S(=O)([O-])CN[O-]
2S+1: 1
total charge: -2
energy: -21596.8630 eV
LUMO energy: 6.702 eV
ΔE to the lowest compared entry with this formula, charge and spin: 59.5 kJ/mol
largest force on an atom: 4.95 eV/A

XYZ file:
```
10
Properties=species:S:1:pos:R:3:mulliken_charge:R:1
S 1.9038 -0.3527 0.0693 1.040
O -2.0985 -0.4908 -0.4585 -0.863
O 1.9988 1.0389 -0.2625 -0.650
O 2.4311 -1.2565 -1.0211 -0.741
O 2.6403 -0.7374 1.3235 -0.763
N -1.0126 0.1948 -0.0182 -0.317
C 0.1683 -0.8755 0.4616 -0.444
H 0.3380 -0.8688 1.5295 0.237
H -0.0255 -1.9362 0.1990 0.290
H -0.7014 0.6044 -0.8659 0.211
```